[1]
Below is C34H43ClN2O2PPd as an isolated structure, with properties calculated with the ωB97M-V functional and the def2-TZVPD basis.

Computed properties:
- Frontier orbital gap: 3.34 eV
- DFT total energy: -2510.9117 hartree
- Maximum force: 0.34 eV/Å
- Charge: -1
- E_HOMO: -0.0435 Ha
- LUMO: 0.0794 Ha

Last column: Mulliken charge in e.
Geometry (Å):
Pd  -1.970  0.341  -0.678  0.56
Cl  -1.895  -3.774  -6.654  -0.29
C  -1.717  -3.042  -5.062  0.46
C  -0.967  -3.696  -4.101  -1.14
C  -0.856  -3.075  -2.860  0.02
C  -1.452  -1.850  -2.561  0.47
O  -1.251  -1.364  -1.337  -0.43
C  -2.227  -1.177  -3.562  0.42
C  -2.885  0.072  -3.425  -0.48
N  -2.907  0.860  -2.325  -0.05
C  -3.486  2.068  -2.257  0.74
C  -4.196  2.734  -3.313  -1.18
C  -4.729  3.976  -3.060  -0.50
C  -4.625  4.642  -1.833  -1.17
C  -3.930  4.033  -0.771  1.05
C  -3.729  4.570  0.515  -0.73
C  -3.020  3.863  1.484  -0.86
C  -2.496  2.624  1.190  -0.65
N  -2.672  2.091  -0.042  -0.23
C  -3.360  2.737  -0.999  0.42
C  -2.327  -1.835  -4.814  -1.47
H  -0.496  -4.647  -4.308  0.42
H  -0.292  -3.547  -2.061  0.27
H  -3.416  0.441  -4.293  0.07
H  -4.308  2.278  -4.284  0.27
H  -5.265  4.471  -3.866  0.34
H  -5.066  5.621  -1.692  0.33
H  -4.138  5.547  0.747  0.37
H  -2.878  4.277  2.474  0.38
H  -1.944  2.015  1.892  0.78
H  -2.903  -1.366  -5.602  0.38
O  -0.777  -0.058  1.026  -0.92
P  0.668  -0.492  0.888  0.09
C  1.605  0.318  2.220  1.00
C  1.471  1.844  2.184  -0.34
C  2.424  2.487  3.203  -0.96
C  2.613  1.609  4.449  -0.73
C  1.343  0.812  4.713  -0.84
C  1.110  -0.208  3.589  -0.80
C  1.461  -0.174  -0.721  0.45
C  2.991  -0.427  -0.677  -0.92
C  3.778  0.880  -0.707  -0.27
C  3.514  1.662  -2.004  -0.85
C  2.106  1.391  -2.553  -1.09
C  1.117  1.160  -1.419  0.07
C  0.769  -2.310  1.082  0.80
C  2.097  -2.897  1.622  -0.71
C  1.858  -4.121  2.510  -0.98
C  0.850  -5.059  1.855  -0.71
C  -0.522  -4.370  1.682  -0.81
C  -0.444  -2.852  1.849  -1.14
H  2.662  0.059  2.088  0.84
H  0.431  2.104  2.397  0.09
H  1.675  2.242  1.193  -0.19
H  2.023  3.461  3.494  0.49
H  3.392  2.679  2.733  0.26
H  2.883  2.224  5.310  0.44
H  3.444  0.912  4.298  0.32
H  0.495  1.502  4.768  0.35
H  1.383  0.298  5.675  0.49
H  0.045  -0.442  3.526  0.21
H  1.628  -1.141  3.825  0.15
H  0.992  -0.946  -1.338  0.05
H  3.266  -1.031  -1.545  0.54
H  3.285  -1.019  0.192  0.36
H  4.846  0.675  -0.597  0.58
H  3.498  1.486  0.159  -0.22
H  4.262  1.399  -2.756  0.32
H  3.634  2.731  -1.810  0.35
H  2.111  0.505  -3.195  0.32
H  1.774  2.219  -3.181  0.51
H  0.095  1.080  -1.792  0.01
H  1.131  2.012  -0.736  0.20
H  0.623  -2.639  0.046  0.16
H  2.676  -2.154  2.177  0.27
H  2.721  -3.199  0.777  0.31
H  1.486  -3.808  3.490  0.27
H  2.808  -4.629  2.689  0.52
H  0.747  -5.976  2.437  0.42
H  1.244  -5.360  0.879  0.33
H  -1.241  -4.771  2.399  0.49
H  -0.925  -4.587  0.690  0.22
H  -0.375  -2.583  2.907  0.36
H  -1.350  -2.386  1.465  0.28


[2]
Below is a 2-piece molecular cluster, C34H43N4O overall, with properties calculated with the ωB97M-V functional and the def2-TZVPD basis.

Computed properties:
- Frontier orbital gap: 5.92 eV
- DFT total energy: -1615.4025 hartree
- Maximum force: 2.29 eV/Å
- Charge: +1
- Energy relative to the best compared isomer or geometry (same formula, charge and spin): 0.0 kJ/mol
- E_HOMO: -0.3877 Ha
- LUMO: -0.1701 Ha

Last column: Mulliken charge in e.
Geometry (Å):
C  -2.207  -2.706  1.475  -1.25
N  -1.080  -2.085  2.122  0.75
C  -0.205  -2.852  2.855  -0.09
O  -0.392  -4.013  3.206  -0.66
C  1.032  -2.019  3.103  0.17
C  2.265  -2.594  2.393  -1.61
C  1.988  -2.840  0.928  0.23
C  1.331  -4.009  0.533  -0.28
C  1.008  -4.230  -0.804  -0.68
C  1.307  -3.255  -1.758  -0.66
C  2.018  -2.110  -1.385  -0.16
C  2.396  -1.929  -0.052  -0.07
N  0.649  -0.702  2.568  0.68
C  1.594  0.251  2.383  -1.32
C  1.470  1.311  1.499  0.43
C  2.277  2.450  1.541  -0.72
C  1.759  3.730  1.152  0.73
C  2.054  4.895  1.899  -0.46
C  1.398  6.090  1.641  -0.69
C  0.487  6.173  0.574  -0.33
C  0.189  5.033  -0.190  -0.81
C  0.823  3.826  0.090  -0.26
C  -0.734  -0.675  2.055  -1.53
C  -1.775  0.247  2.822  2.08
C  -1.989  -0.246  4.257  -1.73
C  -3.127  0.148  2.114  -1.67
C  -1.263  1.678  2.824  -1.85
H  -1.911  -3.674  1.042  0.33
H  -3.019  -2.884  2.195  0.36
H  -2.567  -2.054  0.677  0.44
H  1.185  -1.908  4.192  0.41
H  3.101  -1.898  2.514  0.62
H  2.496  -3.546  2.892  0.60
H  1.064  -4.744  1.294  0.47
H  0.511  -5.157  -1.089  0.43
H  0.983  -3.387  -2.789  0.44
H  2.279  -1.354  -2.127  0.11
H  2.995  -1.062  0.239  0.54
H  2.525  0.109  2.944  0.55
H  0.617  1.266  0.814  0.43
H  3.253  2.407  2.035  0.66
H  2.793  4.816  2.694  0.39
H  1.589  6.964  2.267  0.41
H  -0.030  7.116  0.367  0.39
H  -0.540  5.090  -1.003  0.40
H  0.634  2.945  -0.525  0.49
H  -0.741  -0.354  0.995  0.73
H  -1.095  -0.148  4.882  0.32
H  -2.786  0.361  4.710  0.46
H  -2.330  -1.290  4.268  0.35
H  -3.048  0.232  1.023  0.31
H  -3.629  -0.796  2.362  0.41
H  -3.789  0.951  2.468  0.44
H  -1.082  2.039  1.801  0.33
H  -2.002  2.351  3.283  0.55
H  -0.331  1.772  3.396  0.35
C  3.536  0.880  -3.430  -0.91
N  4.900  1.031  -3.855  0.12
C  5.202  0.719  -5.239  -0.64
C  6.610  1.316  -5.447  -0.66
C  6.857  2.261  -4.245  -0.69
C  5.509  2.297  -3.468  -0.04
C  5.569  2.330  -1.955  0.15
C  6.097  1.208  -1.320  0.06
C  6.171  1.225  0.069  -0.86
C  5.589  2.299  0.769  -0.41
N  4.933  3.283  0.155  -0.39
C  5.042  3.387  -1.167  -0.64
H  3.483  1.020  -2.340  0.01
H  2.872  1.633  -3.901  0.36
H  3.160  -0.124  -3.665  0.39
H  5.156  -0.369  -5.415  0.40
H  4.472  1.196  -5.928  0.29
H  7.351  0.509  -5.478  0.26
H  6.658  1.849  -6.402  0.28
H  7.648  1.870  -3.596  0.32
H  7.140  3.273  -4.558  0.37
H  4.912  3.154  -3.858  0.51
H  6.461  0.375  -1.924  0.44
H  6.660  0.420  0.602  0.48
H  5.672  2.389  1.855  0.46
H  4.717  4.325  -1.626  0.38


[3]
Below is C34H43N8NiO2P2S as an isolated structure, with properties calculated with the ωB97M-V functional and the def2-TZVPD basis.

Computed properties:
- Frontier orbital gap (alpha / beta): 7.58 / 8.05 eV
- Multiplicity: 3
- DFT total energy: -4499.0792 hartree
- Maximum force: 0.55 eV/Å
- Charge: +1
- E_HOMO (alpha / beta): -0.3952 / -0.4127 Ha
- LUMO (alpha / beta): -0.1168 / -0.1167 Ha

Last column: Mulliken charge in e.
Geometry (Å):
Ni  0.178  0.045  0.811  0.35
O  -1.487  -2.662  3.290  -0.68
C  -1.003  -2.096  2.337  -0.37
N  0.092  -1.277  2.288  1.22
C  0.810  -1.030  3.420  -0.26
O  0.766  -1.593  4.493  -0.66
C  1.785  0.120  3.235  0.55
C  2.671  0.427  4.259  -0.73
C  3.568  1.463  4.077  -0.76
C  3.546  2.165  2.881  -1.03
C  2.619  1.801  1.919  -0.56
N  1.761  0.800  2.086  1.38
C  -1.633  -2.274  0.968  0.39
C  -2.586  -3.275  0.815  -0.61
C  -3.081  -3.541  -0.446  -0.93
C  -2.601  -2.801  -1.514  -1.09
C  -1.672  -1.806  -1.267  -0.52
N  -1.199  -1.527  -0.053  1.23
H  2.632  -0.163  5.164  0.62
H  4.277  1.721  4.853  0.44
H  4.226  2.984  2.695  0.52
H  2.554  2.337  0.979  0.32
H  -2.890  -3.823  1.694  0.63
H  -3.816  -4.319  -0.599  0.44
H  -2.940  -2.982  -2.524  0.56
H  -1.299  -1.207  -2.081  0.49
C  3.339  0.444  -0.967  -1.34
P  1.872  -0.629  -0.795  1.01
C  1.104  -0.285  -2.418  0.15
N  1.520  -0.934  -3.474  -0.16
C  0.986  -0.598  -4.676  0.01
C  1.378  -1.298  -5.838  -0.63
C  0.863  -0.935  -7.048  -0.56
C  -0.054  0.137  -7.152  -0.58
C  -0.450  0.828  -6.044  -0.41
C  0.061  0.466  -4.778  0.04
N  -0.342  1.140  -3.672  -0.23
C  0.132  0.763  -2.515  -0.41
P  -0.419  1.650  -0.986  1.39
C  0.544  3.185  -1.233  -1.51
C  -2.202  2.193  -1.110  1.95
C  -2.673  2.592  -2.509  -1.98
C  -2.307  3.422  -0.193  -1.86
C  -3.121  1.105  -0.562  -1.59
C  2.575  -2.346  -0.753  1.69
C  3.769  -2.538  -1.694  -1.84
C  3.026  -2.537  0.702  -1.82
C  1.490  -3.375  -1.072  -1.66
H  3.832  0.258  -1.920  0.49
H  4.041  0.247  -0.156  0.36
H  3.053  1.492  -0.926  0.25
H  2.086  -2.108  -5.731  0.49
H  1.155  -1.463  -7.945  0.42
H  -0.441  0.405  -8.126  0.41
H  -1.151  1.650  -6.097  0.49
H  0.253  3.680  -2.161  0.38
H  1.599  2.930  -1.302  0.39
H  0.403  3.883  -0.408  0.42
H  -2.035  3.349  -2.964  0.32
H  -3.680  3.008  -2.420  0.51
H  -2.715  1.742  -3.182  0.38
H  -1.831  4.300  -0.629  0.32
H  -1.885  3.234  0.796  0.30
H  -3.365  3.656  -0.059  0.57
H  -3.181  0.250  -1.231  0.28
H  -4.128  1.522  -0.480  0.68
H  -2.818  0.760  0.427  0.04
H  4.623  -1.930  -1.399  0.34
H  3.509  -2.311  -2.721  0.25
H  4.089  -3.581  -1.644  0.54
H  3.776  -1.801  1.002  0.34
H  3.479  -3.525  0.806  0.59
H  2.177  -2.474  1.387  0.13
H  1.149  -3.294  -2.104  0.29
H  0.636  -3.278  -0.401  0.15
H  1.908  -4.374  -0.934  0.63
C  -2.821  -0.589  6.217  -1.21
C  -3.421  -0.211  4.867  -0.28
C  -2.513  0.669  4.080  0.20
N  -2.092  0.373  2.905  -1.03
N  -1.198  1.265  2.393  0.48
C  -0.989  2.281  3.180  -0.06
N  -0.127  3.289  2.896  -0.17
S  -1.852  2.171  4.681  -0.22
H  -3.485  -1.269  6.747  0.39
H  -2.671  0.287  6.852  0.39
H  -1.862  -1.087  6.078  0.26
H  -4.393  0.275  4.989  0.38
H  -3.565  -1.101  4.254  0.18
H  0.226  3.346  1.958  0.11
H  -0.143  4.135  3.435  0.22


The lowest maximum force belongs to which entry?
C34H43ClN2O2PPd


What is the formula in the first record?
C34H43ClN2O2PPd